(1)
{
  "formula": "C5H10O",
  "method": "ωB97M-V/def2-TZVPD",
  "charge": 0,
  "homo_lumo_gap_ev": 10.6,
  "multiplicity": 1,
  "e_lumo_ev": 1.0,
  "e_homo_ev": -9.6240,
  "symbols": ["C", "C", "C", "C", "C", "O", "H", "H", "H", "H", "H", "H", "H", "H", "H", "H"],
  "coordinates": [[1.416, -0.367, 1.355], [1.039, -0.417, -0.117], [0.038, -1.445, -0.581], [-0.305, 0.029, -0.661], [-1.406, 0.827, -0.030], [-1.756, 1.733, -1.237], [1.761, 0.629, 1.655], [0.565, -0.633, 1.994], [2.228, -1.073, 1.583], [1.884, -0.240, -0.783], [0.222, -1.972, -1.516], [-0.384, -2.092, 0.195], [-0.581, 0.703, -1.596], [-2.337, 0.283, 0.152], [-1.133, 1.470, 0.810], [-1.253, 2.566, -1.223]],
  "atomic_forces_ev_per_a": [[-0.2, 0.1, 0.0], [0.0, 0.2, -0.2], [-0.1, 0.1, -0.2], [-0.2, 0.6, -0.9], [-0.7, 1.3, -0.8], [-0.9, 0.4, 1.7], [-0.1, -0.1, -0.1], [0.1, 0.1, -0.1], [-0.2, 0.1, -0.2], [-0.2, 0.0, 0.1], [0.0, 0.2, 0.2], [-0.1, 0.4, -0.2], [2.6, -2.8, 0.2], [0.2, 0.2, 0.1], [-0.1, -0.2, 0.0], [-0.2, -0.5, 0.4]],
  "mulliken_charge": [-1.440, 0.259, -0.818, -0.007, -0.445, -0.588, 0.328, 0.314, 0.368, 0.341, 0.242, 0.259, 0.373, 0.254, 0.254, 0.307]
}

(2)
{
  "formula": "C27H22F5N4OPdS2Sb",
  "method": "ωB97M-V/def2-TZVPD",
  "charge": 0,
  "homo_lumo_gap_ev": 7.5,
  "multiplicity": 1,
  "e_lumo_ev": -0.1,
  "e_homo_ev": -7.5414,
  "symbols": ["Pd", "N", "C", "C", "N", "C", "C", "N", "C", "C", "N", "H", "H", "H", "H", "H", "H", "F", "C", "C", "C", "C", "C", "C", "Sb", "C", "C", "C", "C", "F", "C", "C", "C", "C", "C", "C", "F", "C", "C", "H", "H", "H", "H", "H", "H", "H", "H", "H", "H", "H", "H", "C", "O", "C", "S", "S", "H", "H", "H", "F", "C", "F", "H"],
  "coordinates": [[-1.100, 1.704, 0.443], [-0.682, 5.725, -0.552], [0.672, 5.490, -0.688], [0.811, 4.142, -0.699], [-0.423, 3.542, -0.575], [-1.295, 4.525, -0.484], [-2.721, 4.270, -0.356], [-3.181, 3.046, -0.331], [-4.543, 3.150, -0.259], [-4.904, 4.463, -0.231], [-3.729, 5.179, -0.297], [-1.115, 6.628, -0.488], [1.388, 6.288, -0.764], [1.712, 3.562, -0.779], [-5.168, 2.274, -0.220], [-5.862, 4.950, -0.176], [-3.659, 6.181, -0.304], [1.486, -7.634, -0.241], [1.391, -6.325, 0.076], [2.513, -5.530, -0.042], [2.407, -4.184, 0.282], [1.201, -3.640, 0.714], [0.101, -4.488, 0.843], [0.179, -5.835, 0.516], [0.918, -1.584, 1.263], [2.926, -0.947, 0.886], [3.517, -1.017, -0.375], [4.816, -0.578, -0.587], [5.516, -0.064, 0.487], [6.778, 0.371, 0.290], [4.973, 0.026, 1.752], [3.672, -0.419, 1.938], [0.206, -1.004, -0.697], [0.592, 0.207, -1.280], [0.100, 0.585, -2.525], [-0.761, -0.269, -3.182], [-1.236, 0.096, -4.394], [-1.141, -1.483, -2.655], [-0.657, -1.834, -1.402], [3.444, -5.963, -0.379], [3.286, -3.558, 0.194], [-0.841, -4.100, 1.216], [-0.669, -6.499, 0.607], [2.956, -1.411, -1.215], [5.283, -0.627, -1.561], [5.558, 0.441, 2.561], [3.233, -0.343, 2.927], [1.330, 0.836, -0.799], [0.391, 1.517, -2.990], [-1.820, -2.123, -3.201], [-0.965, -2.783, -0.982], [-4.176, -2.646, 1.488], [-3.348, -1.628, 2.051], [-3.047, -0.566, 1.306], [-3.477, -0.395, -0.282], [-2.187, 0.629, 2.201], [-4.363, -3.341, 2.301], [-3.662, -3.141, 0.663], [-5.107, -2.221, 1.116], [0.161, 3.167, 2.398], [0.337, 1.958, 1.770], [1.572, 2.040, 1.164], [0.411, 1.187, 2.538]],
  "atomic_forces_ev_per_a": [[-0.5, 0.3, 0.7], [0.1, 0.0, 0.0], [-0.1, 0.1, 0.0], [-0.1, -0.2, -0.1], [0.3, 0.2, 0.1], [-0.2, -0.1, -0.1], [0.1, 0.0, -0.1], [0.0, -0.1, -0.1], [0.1, -0.1, 0.1], [0.0, 0.1, 0.0], [-0.1, -0.1, 0.0], [0.0, 0.0, 0.0], [0.0, 0.0, 0.0], [0.0, 0.0, 0.0], [0.0, 0.0, 0.0], [0.0, 0.0, 0.0], [0.0, 0.0, 0.0], [0.0, 0.0, 0.0], [0.0, 0.0, 0.0], [0.0, 0.0, 0.0], [0.0, 0.0, 0.0], [-0.1, -0.1, 0.1], [0.0, 0.0, 0.0], [0.0, 0.0, 0.0], [0.0, 0.1, -0.3], [0.0, 0.0, 0.0], [0.0, 0.0, 0.0], [0.0, 0.0, 0.0], [0.0, 0.0, 0.0], [0.0, 0.0, 0.0], [0.0, 0.0, 0.0], [0.0, 0.0, 0.0], [0.2, -0.1, 0.1], [0.0, -0.1, -0.1], [0.1, 0.0, 0.0], [0.0, 0.0, -0.1], [0.0, 0.0, 0.0], [0.0, 0.0, 0.0], [0.0, 0.0, 0.0], [0.0, 0.0, 0.0], [0.0, 0.0, 0.0], [0.0, 0.0, 0.0], [0.0, 0.0, 0.0], [0.0, 0.0, 0.0], [0.0, 0.0, 0.0], [0.0, 0.0, 0.0], [0.0, 0.0, 0.0], [-0.1, 0.0, 0.0], [0.0, 0.0, 0.0], [0.0, 0.0, 0.0], [0.0, 0.0, 0.0], [0.0, 0.0, 0.0], [-0.1, 0.0, 0.1], [-0.1, 0.2, -0.1], [0.1, -0.1, -0.1], [0.2, -0.3, -0.1], [0.0, 0.0, 0.0], [0.0, 0.0, 0.0], [0.0, 0.0, 0.0], [0.0, 0.0, 0.0], [-0.1, 0.1, -0.1], [0.0, 0.0, 0.0], [0.0, 0.0, 0.0]],
  "mulliken_charge": [0.200, -0.091, -0.897, -0.328, 0.063, 0.048, 0.395, 0.120, -0.214, -0.766, -0.099, 0.180, 0.425, 0.512, 0.447, 0.404, 0.170, -0.337, 0.403, -0.770, -0.079, -0.110, -0.445, -0.741, 1.133, -0.231, -0.116, -0.809, 0.383, -0.348, -0.668, -0.585, 0.403, -0.721, -0.533, 0.256, -0.378, -0.604, -0.459, 0.438, 0.373, 0.492, 0.441, 0.579, 0.442, 0.442, 0.397, 0.563, 0.459, 0.413, 0.302, -0.737, -0.297, 0.439, -0.291, -0.329, 0.253, 0.286, 0.335, -0.338, -0.222, -0.225, 0.572]
}

(3)
{
  "formula": "C4H14N2O2",
  "method": "ωB97M-V/def2-TZVPD",
  "charge": 0,
  "homo_lumo_gap_ev": 10.2,
  "multiplicity": 1,
  "e_lumo_ev": 0.7,
  "e_homo_ev": -9.5047,
  "symbols": ["C", "C", "C", "N", "C", "N", "H", "H", "H", "H", "H", "H", "H", "H", "H", "H", "H", "H", "O", "H", "H", "O"],
  "coordinates": [[0.263, 1.940, -1.767], [-0.059, 0.627, -1.040], [0.629, 0.623, 0.321], [-1.592, 0.811, 2.187], [-0.878, -0.352, 1.882], [0.133, -0.487, 1.144], [-0.087, 2.839, -1.262], [1.344, 2.051, -1.864], [-0.164, 1.972, -2.772], [-1.147, 0.606, -0.946], [0.255, -0.233, -1.625], [0.550, 1.602, 0.795], [1.674, 0.359, 0.215], [-2.590, 0.639, 2.238], [-1.441, 1.559, 1.522], [-1.229, -1.195, 2.469], [-0.243, -3.054, 0.626], [-1.376, -2.574, -0.208], [-1.194, -3.169, 0.527], [2.728, -0.859, -1.072], [2.138, -1.987, -0.229], [2.287, -1.718, -1.142]],
  "atomic_forces_ev_per_a": [[0.4, -0.2, -0.5], [-0.1, 1.2, -0.1], [-0.6, -1.1, 0.4], [-0.2, 0.0, -0.8], [-0.2, 0.4, 0.7], [0.3, -0.1, -0.3], [-0.2, -0.1, 0.3], [0.1, 0.0, -0.1], [0.1, -0.1, 0.0], [0.0, -0.3, 0.3], [0.0, -0.1, 0.0], [0.0, 0.1, 0.1], [0.3, 0.6, -0.2], [0.1, 0.0, 0.3], [0.1, 0.1, 0.1], [0.0, -0.2, -0.2], [0.0, 0.1, 0.2], [-0.2, 0.0, 0.0], [0.1, -0.1, -0.2], [-0.1, -0.3, -0.1], [-0.1, 0.1, 0.0], [0.2, 0.2, 0.0]],
  "mulliken_charge": [-1.370, 0.227, -1.288, -0.544, 0.046, -0.259, 0.341, 0.325, 0.374, 0.295, 0.286, 0.454, 0.264, 0.265, 0.261, 0.350, 0.310, 0.309, -0.650, 0.320, 0.322, -0.636]
}

(4)
{
  "formula": "C2H5IOS",
  "method": "ωB97M-V/def2-TZVPD",
  "charge": 0,
  "homo_lumo_gap_ev": [7.0, 8.3],
  "multiplicity": 1,
  "e_lumo_ev": [-2.1, -0.7],
  "e_homo_ev": [-9.1579, -8.9387],
  "symbols": ["C", "C", "O", "S", "I", "H", "H", "H", "H", "H"],
  "coordinates": [[-1.608, 0.280, -0.939], [0.437, -0.855, 0.905], [1.215, 1.656, 0.900], [1.162, 0.454, 0.087], [3.584, -0.287, -0.305], [-1.043, 1.094, -0.386], [-1.212, -0.226, -1.709], [-2.778, 0.275, -0.866], [0.441, -1.828, 0.542], [-0.197, -0.562, 1.772]],
  "atomic_forces_ev_per_a": [[-3.3, 2.9, 3.6], [-0.6, 2.6, 1.3], [-0.4, 0.3, 0.6], [0.5, -0.9, -0.6], [0.1, -0.3, 0.1], [-1.2, -1.1, -1.1], [1.6, -1.7, -2.5], [2.5, 0.0, 0.0], [0.1, -1.4, -0.8], [0.7, -0.4, -0.6]],
  "mulliken_charge": [-0.825, -0.563, -0.484, 0.356, -0.138, 0.319, 0.347, 0.249, 0.421, 0.317]
}

Values for energy above the lowest of the compared OMol25 structures with the same formula, charge and spin, eV, ordered as above
2.757; 0.279; 0.730; 4.845
Values for molecular weight, g/mol, ordered as above
86.134; 805.804; 122.168; 204.032
Values for largest force on an atom, eV/Å, ordered as above
3.82; 0.92; 1.32; 5.68